1.
Computed, not measured: a molecular structure, C26H25FeN3O12P2Si at a distorted geometry, with wB97M-V/def2-TZVPD.

Element x y z (Å)
Fe 1.33 -1.14 -1.86
O 1.47 -5.46 -2.33
C 1.14 -4.15 -2.09
O 2.07 -3.31 -2.06
C -0.21 -3.84 -1.89
C -1.31 -4.74 -1.99
C -2.57 -4.25 -1.84
C -2.78 -2.87 -1.59
C -1.66 -2.07 -1.50
N -0.43 -2.52 -1.62
C -1.77 -0.59 -1.22
O -2.82 0.00 -1.28
O -0.61 -0.05 -0.91
H 2.39 -5.45 -2.59
H -1.11 -5.78 -2.21
H -3.43 -4.91 -1.94
H -3.77 -2.45 -1.47
O 2.53 3.02 -2.35
P 1.73 1.67 -2.13
O 2.70 0.55 -1.91
O 0.71 1.96 -1.02
O 0.84 1.48 -3.42
P 1.28 0.37 -4.61
O 0.06 0.66 -5.63
O 2.57 0.75 -5.19
O 1.02 -0.98 -3.98
H 1.96 3.75 -2.62
H -0.74 0.25 -5.27
N 3.63 -2.92 0.38
C 2.33 -2.57 0.66
N 1.63 -3.42 1.43
O 1.87 -1.47 0.31
H 3.84 -3.90 0.35
H 4.00 -2.40 -0.40
H 1.89 -4.38 1.54
H 0.67 -3.16 1.62
C -3.68 4.50 0.12
C -2.47 4.70 -0.54
C -1.48 3.74 -0.48
C -1.64 2.56 0.24
C -2.85 2.39 0.92
C -3.86 3.34 0.85
Si -0.22 1.29 0.35
C -0.75 0.05 1.79
C -1.94 -0.68 1.78
C -2.31 -1.52 2.82
C -1.50 -1.66 3.93
C -0.31 -0.93 3.99
C 0.05 -0.10 2.94
C 1.07 2.19 1.49
C 2.44 1.89 1.42
C 3.37 2.54 2.22
C 2.96 3.53 3.10
C 1.61 3.86 3.17
C 0.69 3.19 2.38
H -4.46 5.25 0.07
H -2.31 5.62 -1.10
H -0.54 3.91 -0.99
H -3.01 1.51 1.53
H -4.79 3.17 1.38
H -2.62 -0.60 0.94
H -3.25 -2.06 2.77
H -1.78 -2.32 4.74
H 0.34 -1.03 4.85
H 0.98 0.44 3.01
H 2.78 1.12 0.74
H 4.42 2.28 2.15
H 3.69 4.04 3.72
H 1.29 4.64 3.85
H -0.36 3.46 2.46

Results
multiplicity	6
LUMO level (alpha / beta)	2.25 / 2.24	eV
relative energy (zero: lowest compared OMol25 entry of this formula, charge and spin)	15.15	kcal per mole
calculated total energy	-4309.43622	Ha
net charge	-1

natural (NBO) atomic charge list, values in e, 6 entries: atom 1 (Fe): 1.62, atom 2 (O): -0.71, atom 3 (C): 0.66, atom 4 (O): -0.80, atom 5 (C): -0.05, atom 6 (C): -0.21

2.
Computed, not measured: a molecular structure, C26H25N2OS5SeTi at a distorted geometry, with wB97M-V/def2-TZVPD.

Element x y z (Å)
Ti -0.18 -0.07 -1.41
S -1.12 1.66 -2.88
C -2.63 0.97 -3.35
C -3.40 1.69 -4.28
C -4.60 1.21 -4.74
C -5.09 -0.01 -4.29
C -4.36 -0.74 -3.38
C -3.14 -0.26 -2.91
S -2.21 -1.39 -1.87
C -2.75 -0.97 -0.15
C -2.45 0.43 0.24
C -3.38 1.20 0.93
C -3.02 2.46 1.37
C -1.73 2.91 1.13
C -0.86 2.11 0.40
C 0.52 2.62 0.08
S 1.66 1.37 -0.64
C 2.20 0.41 0.77
C 3.20 0.99 1.54
C 3.81 0.29 2.56
C 3.41 -1.03 2.81
C 2.41 -1.60 2.06
C 1.76 -0.90 1.02
S 0.51 -1.74 0.17
N -1.22 0.90 -0.06
H -3.01 2.62 -4.64
H -5.16 1.78 -5.47
H -6.02 -0.40 -4.68
H -4.69 -1.70 -3.03
H -2.14 -1.66 0.46
H -3.81 -1.22 -0.05
H -4.35 0.79 1.14
H -3.73 3.08 1.90
H -1.39 3.87 1.49
H 0.99 3.03 0.98
H 0.46 3.40 -0.68
H 3.51 1.99 1.30
H 4.60 0.74 3.13
H 3.90 -1.60 3.58
H 2.10 -2.62 2.23
C 0.54 0.57 4.51
S -0.92 -0.28 3.77
C -0.30 -2.00 4.03
O -0.80 -0.03 2.33
H 1.41 0.35 3.92
H 0.33 1.64 4.49
H 0.66 0.24 5.54
H 0.77 -2.02 4.19
H -0.55 -2.56 3.13
H -0.82 -2.42 4.89
Se 1.02 -1.00 -3.33
C 2.74 -1.42 -2.57
C 3.83 -0.60 -2.83
C 5.04 -0.93 -2.26
N 5.22 -1.97 -1.46
C 4.18 -2.75 -1.23
C 2.92 -2.54 -1.77
H 3.73 0.26 -3.48
H 5.92 -0.33 -2.45
H 4.36 -3.60 -0.59
H 2.11 -3.23 -1.58

Results
multiplicity	2
LUMO level (alpha / beta)	-0.55 / -0.46	eV
relative energy (zero: lowest compared OMol25 entry of this formula, charge and spin)	20.85	kcal per mole
calculated total energy	-6432.42437	Ha
net charge	0

natural (NBO) atomic charge list, values in e, 6 entries: atom 1 (Ti): 0.66, atom 2 (S): -0.22, atom 3 (C): -0.18, atom 4 (C): -0.22, atom 5 (C): -0.18, atom 6 (C): -0.25

3.
Computed, not measured: 3 unconnected molecules or ions with the total composition C26H25N3O5, with wB97M-V/def2-TZVPD.

Element x y z (Å)
C 5.47 -0.89 1.48
C 4.02 -0.48 1.43
O 3.67 0.59 0.98
N 3.09 -1.38 1.97
C 3.30 -2.80 1.65
C 1.73 -0.92 1.86
C 1.26 -0.04 2.83
C -0.03 0.45 2.78
C -0.88 0.01 1.77
C -0.41 -0.87 0.79
C 0.90 -1.32 0.82
C -1.34 -1.31 -0.29
O -0.97 -1.58 -1.41
C -2.78 -1.40 0.12
C -3.63 -2.34 -0.44
C -4.95 -2.42 -0.02
C -5.85 -3.48 -0.61
O -5.50 -4.79 -0.16
O -5.88 -4.88 1.21
C -5.41 -1.54 0.95
C -4.57 -0.58 1.51
C -3.25 -0.52 1.10
C -2.30 0.47 1.70
O -2.66 1.55 2.09
H 5.81 -1.13 0.48
H 5.64 -1.75 2.13
H 6.05 -0.05 1.86
H 2.42 -3.35 1.97
H 4.14 -3.19 2.20
H 3.43 -2.98 0.58
H 1.94 0.26 3.62
H -0.38 1.15 3.52
H 1.25 -1.97 0.03
H -3.24 -3.01 -1.20
H -5.72 -3.53 -1.69
H -6.90 -3.29 -0.37
H -5.10 -4.56 1.67
H -6.44 -1.60 1.28
H -4.94 0.11 2.26
C 5.93 0.63 -3.80
C 5.43 0.31 -2.50
C 4.57 1.31 -2.13
N 4.53 2.22 -3.16
C 5.35 1.82 -4.17
H 6.63 0.06 -4.38
H 5.68 -0.55 -1.91
H 3.98 1.45 -1.24
H 3.97 3.06 -3.16
H 5.46 2.40 -5.07
C -1.98 5.25 -0.09
C -2.52 3.94 -0.19
C -2.68 3.66 -1.52
N -2.25 4.75 -2.23
C -1.82 5.72 -1.37
H -1.72 5.78 0.81
H -2.77 3.28 0.63
H -3.06 2.79 -2.02
H -2.25 4.83 -3.23
H -1.44 6.66 -1.73

Results
SMILES string	CC(=O)N(C)c1ccc2c(c1)C(=O)c1cc(COO)ccc1C2=O.c1cc[nH]c1.c1cc[nH]c1
LUMO level	-0.86	eV
relative energy (zero: lowest compared OMol25 entry of this formula, charge and spin)	105.46	kcal per mole
calculated total energy	-1546.13975	Ha
net charge	0

natural (NBO) atomic charge list, values in e, 6 entries: atom 1 (C): -0.72, atom 2 (C): 0.70, atom 3 (O): -0.59, atom 4 (N): -0.48, atom 5 (C): -0.42, atom 6 (C): 0.18

4.
Computed, not measured: a molecular structure, C26H25N8ORhS2 at a distorted geometry, with wB97M-V/def2-TZVPD.

Element x y z (Å)
Rh 0.67 -0.20 -0.09
C -2.68 0.83 2.37
C -1.40 0.29 1.84
N -0.69 0.86 0.93
N -1.04 2.06 0.39
C -0.42 2.27 -0.75
O 0.29 1.34 -1.34
C -0.57 3.56 -1.42
C -1.26 4.60 -0.82
C -1.38 5.82 -1.46
C -0.80 6.00 -2.72
C -0.12 4.96 -3.33
C 0.00 3.74 -2.68
C -0.80 -0.97 2.32
C -1.22 -1.64 3.45
C -0.59 -2.82 3.81
C 0.47 -3.28 3.04
C 0.84 -2.56 1.92
N 0.20 -1.44 1.56
H -3.05 1.61 1.70
H -2.56 1.27 3.36
H -3.42 0.03 2.44
H -1.70 4.46 0.16
H -1.91 6.64 -0.99
H -0.89 6.95 -3.22
H 0.33 5.10 -4.30
H 0.54 2.92 -3.15
H -2.02 -1.23 4.05
H -0.91 -3.37 4.68
H 1.00 -4.19 3.29
H 1.66 -2.88 1.29
N 1.51 0.95 3.18
C 2.51 0.52 2.39
N 2.37 0.19 1.12
C 3.59 -0.19 0.56
C 4.62 -0.18 1.41
S 4.11 0.34 2.97
C 3.57 -0.50 -0.86
C 4.59 -0.64 -1.71
S 3.99 -0.83 -3.32
C 2.37 -0.70 -2.73
N 2.30 -0.56 -1.42
N 1.32 -0.77 -3.57
H 0.65 1.25 2.75
H 1.72 1.33 4.08
H 5.65 -0.45 1.23
H 5.64 -0.60 -1.52
H 1.47 -0.75 -4.56
H 0.41 -0.56 -3.22
C -3.00 -3.64 -3.90
C -2.27 -2.81 -2.90
C -1.45 -3.38 -1.93
C -0.70 -2.59 -1.10
N -0.72 -1.25 -1.17
C -1.55 -0.67 -2.06
C -2.32 -1.41 -2.93
H -3.32 -4.59 -3.47
H -2.32 -3.88 -4.73
H -3.86 -3.12 -4.32
H -1.41 -4.46 -1.82
H -0.04 -3.03 -0.36
H -1.57 0.41 -2.07
H -2.97 -0.90 -3.63

Results
LUMO level	-6.37	eV
relative energy (zero: lowest compared OMol25 entry of this formula, charge and spin)	0.00	kcal per mole
calculated total energy	-2425.59333	Ha
net charge	+2

natural (NBO) atomic charge list, values in e, 6 entries: atom 1 (Rh): 1.09, atom 2 (C): -0.69, atom 3 (C): 0.26, atom 4 (N): -0.21, atom 5 (N): -0.42, atom 6 (C): 0.59